{
  "formula": "C5H12NS",
  "method": "wB97M-V/def2-TZVPD",
  "smiles": "CCNCCC[S-]",
  "total_charge": -1,
  "homo_energy_ha": -0.0793,
  "elements": ["C", "C", "N", "C", "C", "C", "S", "H", "H", "H", "H", "H", "H", "H", "H", "H", "H", "H", "H"],
  "positions_angstrom": [[0.9285, -0.5638, -2.0747], [-0.5206, -0.5179, -1.6650], [-0.9735, -1.1928, -0.3472], [-0.3000, -0.4733, 0.7629], [-0.8566, 0.8506, 1.3305], [0.3270, 1.2008, 2.1639], [1.1842, 2.4185, 1.2018], [1.4979, 0.3751, -1.9735], [1.6217, -1.2393, -1.4643], [0.9440, -1.1290, -3.1099], [-1.0613, -1.0133, -2.4124], [-0.9621, 0.5413, -1.7537], [-0.4080, -1.9898, -0.4315], [-0.1968, -1.2777, 1.4924], [0.7299, -0.2649, 0.3259], [-1.1948, 1.6215, 0.5248], [-1.7525, 0.6288, 1.9475], [1.0638, 0.3555, 2.4463], [-0.0706, 1.6698, 3.0362]],
  "lowdin_charge": [-0.1447, -0.2985, -0.0752, -0.3197, -0.3580, -0.8439, 0.1324, 0.0615, 0.0793, 0.0918, 0.0528, 0.1273, 0.0430, 0.1029, 0.0827, 0.0946, 0.0874, 0.0715, 0.0127]
}